1.
Density functional theory data (the ωB97M-V functional and the def2-TZVPD basis) for an isolated molecule of C24H26N2O2S2.

Summary:
DFT total energy: -1986.52987 a.u.
Structure (SMILES): CSc1ccc(CCNC(=O)c2cc(-c3ccccc3)c(N3CCOCC3)s2)cc1
HOMO: -7.6 eV
Lowest unoccupied orbital energy: 0.595 eV
Spin multiplicity: 1
Orbital gap: 8.18 eV

Atoms and positions in Å:
C (3.146951, 1.118370, -2.130591)
S (2.704423, 1.357202, -0.385145)
C (2.707075, -0.288651, 0.261434)
C (3.312024, -1.360998, -0.377594)
C (3.216453, -2.627351, 0.166894)
C (2.529174, -2.849737, 1.352380)
C (2.262537, -4.249615, 1.830932)
C (1.159063, -4.876233, 0.948167)
N (0.093931, -3.929282, 0.707898)
C (0.153455, -3.137964, -0.409518)
O (0.721919, -3.486734, -1.429736)
C (-0.493701, -1.835141, -0.297794)
C (-1.183366, -1.226442, 0.713110)
C (-1.538894, 0.111800, 0.447238)
C (-2.363591, 0.903548, 1.363625)
C (-2.147594, 0.841496, 2.738370)
C (-2.944326, 1.563186, 3.607933)
C (-3.970993, 2.353339, 3.119486)
C (-4.197681, 2.417280, 1.754038)
C (-3.402398, 1.699163, 0.882132)
C (-1.068787, 0.535351, -0.783317)
N (-1.185673, 1.788204, -1.330807)
C (-0.731710, 2.923136, -0.535138)
C (-1.324888, 4.201747, -1.124527)
O (-0.961179, 4.359951, -2.475977)
C (-1.394985, 3.260023, -3.238576)
C (-0.805017, 1.946366, -2.720023)
S (-0.219022, -0.737924, -1.614702)
C (1.974627, -1.756819, 2.009983)
C (2.060775, -0.487273, 1.476219)
H (2.515728, 0.343661, -2.557335)
H (2.960344, 2.070740, -2.618247)
H (4.199507, 0.865374, -2.220502)
H (3.841013, -1.229730, -1.307333)
H (3.663293, -3.459170, -0.356508)
H (1.930683, -4.229513, 2.871437)
H (3.159937, -4.866026, 1.765683)
H (1.560915, -5.135284, -0.033281)
H (0.753733, -5.774572, 1.421082)
H (-0.305996, -3.515178, 1.535929)
H (-1.488304, -1.724704, 1.617405)
H (-1.339285, 0.236254, 3.123063)
H (-2.762562, 1.510325, 4.671650)
H (-4.593067, 2.915757, 3.799748)
H (-5.002278, 3.026941, 1.369067)
H (-3.583958, 1.738429, -0.181376)
H (-1.056673, 2.802388, 0.496775)
H (0.366279, 2.984039, -0.561183)
H (-0.941361, 5.077068, -0.598626)
H (-2.421181, 4.171348, -1.031824)
H (-1.069549, 3.447525, -4.262909)
H (-2.493788, 3.196608, -3.210952)
H (-1.200451, 1.110096, -3.299065)
H (0.289568, 1.967446, -2.826973)
H (1.451822, -1.901920, 2.945830)
H (1.608109, 0.355285, 1.977587)

Cartesian forces, eV/Å:
0.0 -0.1 0.6
0.1 0.1 -0.2
0.1 0.3 -0.2
0.0 0.0 0.0
0.0 0.0 0.2
0.2 0.0 0.2
-0.1 0.0 -0.2
0.2 -0.2 0.1
-0.2 -0.1 0.1
-0.2 -0.4 0.1
0.1 0.0 -0.1
-0.1 0.7 -0.3
0.2 -0.3 -0.5
0.1 0.1 -0.3
-0.2 0.1 0.2
0.0 0.0 -0.1
-0.1 0.0 0.1
0.0 0.1 0.1
-0.1 0.1 0.0
0.0 -0.1 0.0
0.2 -0.8 0.1
-0.1 0.2 -0.3
0.0 0.5 0.0
0.0 -0.2 0.4
0.1 0.1 -0.1
0.1 -0.3 -0.2
-0.2 0.3 -0.2
-0.3 0.0 0.5
0.2 0.0 0.0
0.1 0.1 -0.1
0.0 0.0 -0.1
0.0 0.1 0.0
0.0 0.0 -0.1
0.0 0.0 -0.1
0.0 -0.1 -0.1
0.1 0.0 0.0
0.0 0.0 0.1
0.0 -0.1 0.2
0.1 0.0 -0.1
0.0 0.1 -0.1
0.0 -0.1 0.2
0.1 -0.1 0.0
0.0 0.0 0.1
0.0 0.0 0.1
-0.1 0.0 0.0
0.0 0.0 -0.1
0.1 0.1 0.0
-0.1 0.0 0.0
-0.1 -0.1 0.0
0.1 0.0 0.0
-0.1 -0.1 0.0
0.1 0.0 0.0
0.0 0.1 0.0
0.0 0.0 0.0
-0.1 0.0 0.1
-0.1 0.1 0.1



2.
Density functional theory data (the ωB97M-V functional and the def2-TZVPD basis) for a structure of composition C27H27KN5O5STe.

Summary:
DFT total energy: -2961.37954 a.u.
HOMO: -3.3 eV
Lowest unoccupied orbital energy: 1.960 eV
Spin multiplicity: 1
Total charge: -1
Orbital gap: 5.27 eV

Atoms and positions in Å:
K (-0.600312, -0.343788, 0.075820)
O (-4.829997, 0.796882, -0.164652)
C (-3.610091, 0.310913, 0.112749)
O (-2.927902, -0.213494, -0.719009)
C (-3.213798, 0.590073, 1.547717)
O (-2.403523, -0.449385, 2.019346)
C (-1.643618, -0.102473, 3.185789)
C (-0.463750, 0.828302, 2.810395)
O (-0.569661, 2.025635, 3.126975)
O (0.465454, 0.291981, 2.136875)
H (-4.982264, 0.624607, -1.106600)
H (-4.116748, 0.699034, 2.154466)
H (-2.689798, 1.557360, 1.555436)
H (-1.281840, -1.050210, 3.578138)
H (-2.292116, 0.393306, 3.911984)
N (-0.533492, 2.740860, -3.263453)
C (-0.389589, 3.357352, -2.025956)
C (-0.274480, 4.760016, -2.038078)
C (-0.116339, 5.425576, -0.844631)
C (-0.066109, 4.692551, 0.335124)
C (-0.183541, 3.318546, 0.246926)
N (-0.355738, 2.650984, -0.904374)
C (-0.684067, 1.408817, -3.652673)
C (-0.804102, 1.164580, -5.029864)
C (-0.969626, -0.134578, -5.456690)
C (-1.022493, -1.154177, -4.515446)
C (-0.896996, -0.808236, -3.184702)
N (-0.723368, 0.445404, -2.750695)
H (-0.517302, 3.382891, -4.035433)
H (-0.308847, 5.299463, -2.977426)
H (-0.027705, 6.505112, -0.833801)
H (0.059720, 5.162390, 1.301161)
H (-0.133323, 2.722556, 1.153885)
H (-0.764274, 1.985378, -5.736695)
H (-1.060939, -0.349912, -6.514310)
H (-1.163756, -2.189239, -4.792831)
H (-0.966016, -1.584634, -2.425811)
Te (-2.109270, -3.600854, -0.346744)
C (-1.199476, -5.499917, -0.579186)
C (-1.133425, -6.123516, -1.830962)
C (-0.558926, -7.377873, -1.988315)
C (-0.030392, -8.054116, -0.894756)
C (-0.090511, -7.453767, 0.355987)
C (-0.666631, -6.198185, 0.509027)
H (-1.544512, -5.609150, -2.691734)
H (-0.523361, -7.829424, -2.973767)
H (0.420484, -9.031951, -1.015708)
H (0.315234, -7.964790, 1.222472)
H (-0.707248, -5.744811, 1.492612)
N (2.763433, -0.874632, 0.996671)
C (3.207931, 0.121347, 0.196510)
S (3.613155, -0.118356, -1.411562)
N (3.333569, 1.354642, 0.748071)
C (3.202212, 1.769316, 2.093120)
C (2.712490, 3.048513, 2.333954)
C (2.596434, 3.518487, 3.630709)
C (2.969644, 2.719560, 4.701340)
C (3.471658, 1.449536, 4.457934)
C (3.601775, 0.972864, 3.162293)
H (2.580568, -1.729635, 0.495569)
H (2.079701, -0.618854, 1.704155)
H (3.540780, 2.066947, 0.068021)
H (2.391648, 3.659520, 1.497576)
H (2.188259, 4.506656, 3.804449)
H (2.861134, 3.078879, 5.717131)
H (3.771692, 0.816783, 5.284404)
H (4.004309, -0.013667, 2.981066)

Cartesian forces, eV/Å:
0.8 -0.4 -1.1
-0.2 0.1 0.0
-0.2 0.2 0.2
-0.4 -0.1 -0.2
-0.1 0.1 0.2
0.1 0.0 -0.1
0.0 0.1 0.0
0.0 0.2 0.2
0.0 -0.2 0.0
0.0 0.3 0.7
0.0 0.0 0.0
0.0 0.0 0.0
0.0 0.0 0.0
0.0 0.0 0.0
0.0 0.0 0.0
0.0 0.0 0.1
0.0 0.0 0.0
0.0 0.0 0.0
0.0 0.0 0.0
0.0 0.0 0.0
0.0 0.0 0.0
0.0 0.0 0.1
0.0 0.0 0.0
0.0 0.0 0.0
0.0 0.0 0.0
0.0 0.0 0.0
0.0 0.0 0.0
0.0 -0.1 0.0
0.0 0.0 0.0
0.0 0.0 0.0
0.0 0.0 0.0
0.0 0.0 0.0
0.0 0.0 0.0
0.0 0.0 0.0
0.0 0.0 0.0
0.0 0.0 0.0
0.0 0.0 0.0
0.1 0.0 0.0
0.0 0.0 0.0
0.0 0.0 0.1
0.0 0.0 0.0
0.0 0.0 0.0
0.0 0.1 0.0
0.0 0.0 0.0
0.0 0.0 0.0
0.0 0.0 0.0
0.0 0.0 0.0
0.0 0.0 0.0
0.0 0.0 0.0
0.0 0.0 -0.3
0.1 0.0 0.0
0.0 0.0 0.0
0.0 0.0 0.0
0.0 0.0 0.0
0.0 0.0 0.0
0.0 0.0 0.0
0.0 0.0 0.0
0.0 0.0 0.0
0.0 0.0 0.0
0.0 0.0 0.0
-0.1 0.1 0.2
0.0 0.0 0.0
0.0 0.0 0.0
0.0 0.0 0.0
0.0 0.0 0.0
0.0 0.0 0.0
0.0 0.0 0.0